{"formula": "C5H23NO7", "method": "ωB97M-V with the def2-TZVPD basis set", "symbols": ["C", "C", "C", "O", "N", "C", "C", "H", "H", "H", "H", "H", "H", "H", "H", "H", "H", "H", "O", "H", "H", "O", "H", "H", "O", "H", "H", "O", "H", "H", "O", "H", "H", "O", "H", "H"], "positions_angstrom": [[0.50, -3.26, 0.00], [-0.27, -2.11, -0.68], [-0.02, -0.85, 0.06], [0.71, 0.06, -0.33], [-0.77, -0.69, 1.25], [-1.51, -1.79, 1.86], [-1.20, 0.70, 1.48], [1.55, -3.07, 0.25], [0.62, -4.03, -0.78], [0.02, -3.84, 0.79], [0.16, -2.02, -1.67], [-1.32, -2.35, -0.76], [-1.77, -1.32, 2.81], [-0.86, -2.58, 2.21], [-2.39, -2.17, 1.32], [-1.93, 0.81, 2.28], [-1.55, 1.11, 0.56], [-0.27, 1.18, 1.76], [2.66, 2.34, 0.71], [2.09, 1.66, 0.37], [2.37, 3.20, 0.40], [-2.57, 0.11, -2.07], [-2.62, -0.04, -3.02], [-2.73, 1.09, -2.05], [2.40, 0.66, -2.61], [3.01, -0.02, -2.30], [1.67, 0.22, -2.14], [-2.31, 2.63, -1.43], [-1.49, 2.53, -0.91], [-2.14, 3.38, -2.01], [0.47, 2.64, -0.92], [0.62, 2.30, -1.80], [0.53, 1.81, -0.37], [3.05, 0.28, 2.52], [3.20, 1.24, 2.50], [2.12, 0.18, 2.70]], "lowdin_charge": [-0.083, -0.139, -0.410, 0.006, -0.124, -0.054, -0.005, 0.091, 0.073, 0.062, 0.118, 0.114, 0.083, 0.077, 0.103, 0.098, 0.060, 0.088, -0.051, -0.016, 0.038, -0.092, 0.030, -0.002, -0.068, 0.045, 0.001, -0.067, 0.014, 0.065, -0.071, 0.049, 0.003, -0.065, 0.019, 0.011], "smiles": "CCC(=O)N(C)C.O.O.O.O.O.O", "gap_ev": 10.31, "homo_energy_ev": -9.807, "lumo_energy_ev": 0.5017, "max_force_ev_per_a": 2.80, "energy_ev": -21380.6950, "total_charge": 0, "de_lowest_ev": 1.252}

{"formula": "C5H23NO7", "method": "ωB97M-V with the def2-TZVPD basis set", "symbols": ["C", "C", "C", "C", "N", "C", "O", "H", "H", "H", "H", "H", "H", "H", "H", "H", "H", "H", "O", "H", "H", "O", "H", "H", "O", "H", "H", "O", "H", "H", "O", "H", "H", "O", "H", "H"], "positions_angstrom": [[1.19, 0.03, 3.70], [0.79, 0.22, 2.22], [0.19, 1.63, 2.17], [-0.32, -0.79, 1.83], [0.39, -2.10, 1.70], [-0.18, -3.17, 1.06], [-1.35, -3.24, 0.81], [0.42, -0.57, 4.27], [2.21, -0.42, 3.60], [1.39, 0.93, 4.29], [1.51, -0.10, 1.54], [1.07, 2.32, 2.04], [-0.37, 1.72, 3.11], [-0.31, 1.98, 1.28], [-0.69, -0.43, 0.82], [-1.11, -0.82, 2.62], [1.41, -2.04, 1.63], [0.44, -4.04, 0.82], [0.97, -0.52, -2.15], [0.43, -0.95, -1.48], [1.08, -1.08, -2.90], [-2.03, 3.74, -0.57], [-1.79, 2.99, -1.31], [-1.18, 4.11, -0.92], [-1.62, -1.46, -1.35], [-1.97, -1.75, -2.20], [-2.17, -1.94, -0.69], [-0.48, 0.01, -4.00], [0.15, 0.81, -3.74], [-1.10, -0.17, -3.31], [1.96, 1.44, -0.72], [1.91, 0.45, -0.64], [2.82, 1.54, -1.14], [0.30, 2.49, -2.25], [0.29, 1.74, -1.66], [0.79, 3.27, -2.15]], "lowdin_charge": [-0.084, -0.432, -0.078, -0.159, 0.032, -0.358, 0.006, 0.101, 0.083, 0.070, 0.079, 0.099, 0.089, 0.056, 0.121, 0.140, 0.128, 0.130, -0.071, 0.023, 0.048, -0.155, 0.098, 0.017, -0.069, 0.053, 0.053, -0.109, 0.094, -0.019, -0.078, 0.043, 0.057, -0.050, 0.004, 0.035], "smiles": "CC(C)CNC=O.O.O.O.O.O.O", "gap_ev": 10.42, "homo_energy_ev": -10.217, "lumo_energy_ev": 0.1991, "max_force_ev_per_a": 5.61, "energy_ev": -21378.6704, "total_charge": 0, "de_lowest_ev": 3.276}

{"formula": "C5H23O10", "method": "ωB97M-V with the def2-TZVPD basis set", "symbols": ["O", "C", "O", "C", "C", "C", "C", "O", "H", "H", "H", "H", "H", "H", "H", "H", "H", "H", "H", "O", "H", "H", "O", "H", "H", "O", "H", "H", "O", "H", "H", "O", "H", "H", "O", "H", "H", "O"], "positions_angstrom": [[-2.46, -0.26, 0.22], [-1.53, 0.26, 0.88], [-1.01, 1.39, 0.62], [-1.15, -0.43, 2.14], [0.06, -1.43, 1.97], [1.03, -1.20, 0.85], [2.52, -1.30, 1.29], [2.89, -2.54, 1.79], [-0.88, 0.22, 2.98], [-1.95, -1.10, 2.45], [0.48, -1.68, 2.98], [-0.44, -2.42, 1.92], [0.88, -0.22, 0.39], [0.91, -2.01, 0.13], [3.05, -1.04, 0.33], [2.77, -0.52, 2.02], [2.55, -3.33, 1.36], [1.24, -0.83, -2.33], [2.60, -1.02, -2.94], [2.18, -0.80, -2.11], [2.87, 1.03, -0.76], [3.37, 1.09, -2.21], [3.37, 1.55, -1.37], [0.10, 2.68, 1.01], [1.42, 3.23, 0.35], [0.91, 3.21, 1.16], [-2.11, -1.37, -1.98], [-2.38, -2.10, -0.66], [-2.01, -2.21, -1.54], [-0.98, -0.15, -3.59], [-0.68, -0.85, -2.41], [-0.47, -0.94, -3.35], [-1.42, 1.43, -1.26], [-2.76, 1.02, -1.83], [-1.85, 1.17, -2.10], [-1.89, 3.16, 1.42], [-2.95, 1.97, 1.24], [-2.79, 2.87, 1.50]], "lowdin_charge": [-0.036, -0.683, -0.112, -0.093, -0.191, -0.186, -0.283, -0.065, 0.114, 0.103, 0.115, 0.098, 0.107, 0.109, 0.097, 0.124, 0.086, 0.014, 0.051, -0.054, -0.014, 0.010, -0.060, -0.020, 0.012, -0.084, -0.013, 0.014, -0.068, 0.039, -0.001, -0.082, 0.030, 0.037, -0.071, 0.009, 0.002, -0.055], "gap_ev": 9.15, "homo_energy_ev": -6.275, "lumo_energy_ev": 2.8789, "max_force_ev_per_a": 2.97, "energy_ev": -26035.4062, "total_charge": -1, "de_lowest_ev": 1.012}

{"formula": "C5H23O7S", "method": "ωB97M-V with the def2-TZVPD basis set", "symbols": ["C", "O", "C", "C", "C", "S", "C", "H", "H", "H", "H", "H", "H", "H", "H", "H", "H", "H", "H", "H", "O", "H", "H", "O", "H", "H", "O", "H", "H", "O", "H", "H", "O", "H", "H", "O"], "positions_angstrom": [[-0.36, -2.56, -0.69], [-0.41, -2.96, -2.05], [-1.65, -2.81, 0.05], [-2.00, -1.79, 1.19], [-2.25, -0.43, 0.47], [-2.77, 0.97, 1.54], [-1.33, 2.15, 1.43], [-0.01, -1.40, -0.55], [0.45, -3.13, -0.30], [-1.76, -3.81, 0.36], [-2.45, -2.79, -0.75], [-2.95, -2.26, 1.60], [-1.15, -1.81, 1.83], [-3.04, -0.41, -0.31], [-1.36, -0.16, -0.10], [-1.08, 2.91, 2.21], [-1.39, 2.51, 0.28], [-0.36, 1.60, 1.38], [4.05, 0.45, 1.01], [3.72, 1.62, 1.45], [4.48, 1.36, 0.97], [1.63, 2.60, -0.29], [0.87, 3.30, 1.07], [1.46, 3.46, 0.32], [1.08, -0.27, -0.78], [0.64, -0.15, 1.20], [1.07, 0.16, 0.53], [2.63, -0.81, 0.11], [4.03, -1.33, -0.35], [3.43, -1.19, 0.37], [-0.35, -2.25, -2.93], [1.64, -0.97, -1.91], [0.98, -0.38, -1.86], [0.06, 1.18, -2.73], [-0.47, 2.65, -2.40], [-0.32, 2.04, -3.10]], "lowdin_charge": [-0.322, -0.170, -0.218, -0.223, -0.507, 0.731, -0.447, 0.107, 0.104, 0.081, 0.124, 0.118, 0.093, 0.075, 0.052, 0.037, 0.079, -0.013, 0.018, -0.022, -0.092, 0.114, -0.015, -0.137, -0.028, -0.142, -0.271, -0.052, 0.050, -0.043, 0.203, -0.059, -0.145, 0.026, -0.003, -0.102], "gap_ev": 8.64, "homo_energy_ev": -5.671, "lumo_energy_ev": 2.9682, "max_force_ev_per_a": 8.69, "energy_ev": -30723.9602, "total_charge": -1, "de_lowest_ev": 3.751}

{"formula": "C5H25NO10", "method": "ωB97M-V with the def2-TZVPD basis set", "symbols": ["C", "C", "O", "N", "C", "C", "C", "O", "H", "H", "H", "H", "H", "H", "H", "H", "H", "O", "H", "H", "O", "H", "H", "O", "H", "H", "O", "H", "H", "O", "H", "H", "O", "H", "H", "O", "H", "H", "O", "H", "H"], "positions_angstrom": [[-3.52, 0.09, 0.80], [-2.42, -0.06, 1.81], [-2.52, 0.01, 3.02], [-1.18, -0.29, 1.23], [-0.61, 0.26, 0.01], [-0.06, 1.71, 0.22], [0.67, 1.94, 1.50], [1.76, 2.47, 1.51], [-4.48, 0.38, 1.21], [-3.24, 0.81, 0.04], [-3.52, -0.84, 0.26], [-0.51, -0.72, 1.86], [0.22, -0.42, -0.21], [-1.35, 0.26, -0.78], [0.42, 2.05, -0.69], [-1.02, 2.24, 0.31], [0.25, 1.44, 2.39], [0.56, -2.89, -0.61], [0.05, -2.76, 0.20], [1.28, -3.49, -0.48], [-1.58, 1.95, -2.33], [-0.65, 1.67, -2.39], [-1.58, 2.85, -2.65], [-2.28, -2.63, -0.83], [-1.77, -1.85, -0.82], [-2.31, -2.76, -1.79], [0.91, 1.00, -2.59], [1.74, 1.28, -2.14], [1.12, 0.93, -3.52], [2.82, 2.24, -0.98], [2.28, 2.34, -0.18], [3.61, 1.80, -0.67], [2.10, -0.24, 1.51], [2.34, -0.26, 0.56], [2.99, -0.22, 1.89], [0.52, -2.27, 2.14], [1.04, -2.75, 2.80], [1.00, -1.42, 2.05], [2.32, -0.88, -1.15], [3.01, -1.45, -1.52], [1.57, -1.49, -0.98]], "lowdin_charge": [0.017, -0.511, 0.063, 0.037, -0.175, -0.108, -0.228, 0.019, 0.087, 0.074, 0.065, 0.075, 0.075, 0.092, 0.077, 0.130, 0.133, -0.046, 0.026, 0.060, -0.076, -0.028, 0.048, -0.026, -0.029, 0.057, -0.071, 0.023, 0.070, -0.046, -0.005, 0.046, -0.046, 0.033, 0.091, -0.073, 0.067, 0.001, -0.077, 0.069, 0.010], "smiles": "CC(=O)NCCC=O.O.O.O.O.O.O.O.O", "gap_ev": 8.96, "homo_energy_ev": -9.040, "lumo_energy_ev": -0.0758, "max_force_ev_per_a": 2.27, "energy_ev": -27555.8881, "total_charge": 0, "de_lowest_ev": 1.715}

{"formula": "C5H26N2O9", "method": "ωB97M-V with the def2-TZVPD basis set", "symbols": ["N", "H", "H", "H", "H", "N", "O", "O", "O", "C", "O", "H", "H", "H", "H", "C", "O", "H", "H", "H", "H", "C", "C", "C", "O", "H", "H", "H", "H", "H", "H", "H", "H", "O", "H", "H", "O", "H", "H", "O", "H", "H"], "positions_angstrom": [[0.44, 1.26, 0.05], [0.69, 1.04, -0.91], [-0.52, 1.54, -0.02], [0.97, 2.03, 0.43], [0.56, 0.42, 0.59], [-2.95, 2.36, 1.02], [-3.82, 3.21, 1.07], [-2.52, 1.97, -0.03], [-2.45, 1.97, 2.06], [1.95, -1.74, 1.24], [1.05, -0.70, 1.59], [2.44, -1.96, 2.19], [1.49, -2.58, 0.72], [2.67, -1.36, 0.52], [0.45, -0.86, 2.32], [0.44, 1.60, 3.73], [0.52, 2.76, 2.87], [1.33, 0.97, 3.74], [0.03, 1.88, 4.70], [-0.29, 1.00, 3.20], [-0.40, 3.01, 2.75], [-1.44, -4.44, -2.58], [-0.87, -3.01, -2.46], [-0.90, -2.58, -1.07], [0.41, -3.22, -2.90], [-0.89, -5.14, -1.95], [-1.48, -4.72, -3.63], [-2.48, -4.69, -2.35], [-1.45, -2.32, -3.06], [-1.88, -2.73, -0.61], [-0.58, -1.55, -0.87], [-0.35, -3.25, -0.42], [0.83, -3.94, -2.43], [0.42, 0.64, -2.75], [-0.46, 0.31, -2.91], [0.97, 0.14, -3.35], [-0.24, 3.95, -0.06], [0.63, 4.32, -0.20], [-0.84, 4.69, -0.17], [2.72, 2.91, -0.20], [2.73, 3.79, -0.57], [3.06, 3.02, 0.69]], "mulliken_spin": [-0.003, 0.001, 0.003, -0.002, 0.005, -0.031, 0.450, 0.222, 0.357, 0.000, 0.000, 0.000, 0.000, 0.000, 0.000, 0.002, 0.000, 0.000, 0.000, -0.001, -0.002, 0.000, 0.000, -0.001, 0.000, 0.000, 0.000, 0.000, 0.000, 0.000, 0.000, 0.000, 0.000, 0.000, 0.000, 0.000, 0.000, 0.000, 0.000, 0.000, 0.000, 0.000], "gap_ev": [9.25, 4.99], "homo_energy_ev": [-12.773, -12.773], "s2": 0.7568, "multiplicity": 2, "lumo_energy_ev": [-3.5238, -7.7805], "max_force_ev_per_a": 3.34, "energy_ev": -27001.4807, "total_charge": 1}

Repeat the second record exactly.
{"formula": "C5H23NO7", "method": "ωB97M-V with the def2-TZVPD basis set", "symbols": ["C", "C", "C", "C", "N", "C", "O", "H", "H", "H", "H", "H", "H", "H", "H", "H", "H", "H", "O", "H", "H", "O", "H", "H", "O", "H", "H", "O", "H", "H", "O", "H", "H", "O", "H", "H"], "positions_angstrom": [[1.19, 0.03, 3.70], [0.79, 0.22, 2.22], [0.19, 1.63, 2.17], [-0.32, -0.79, 1.83], [0.39, -2.10, 1.70], [-0.18, -3.17, 1.06], [-1.35, -3.24, 0.81], [0.42, -0.57, 4.27], [2.21, -0.42, 3.60], [1.39, 0.93, 4.29], [1.51, -0.10, 1.54], [1.07, 2.32, 2.04], [-0.37, 1.72, 3.11], [-0.31, 1.98, 1.28], [-0.69, -0.43, 0.82], [-1.11, -0.82, 2.62], [1.41, -2.04, 1.63], [0.44, -4.04, 0.82], [0.97, -0.52, -2.15], [0.43, -0.95, -1.48], [1.08, -1.08, -2.90], [-2.03, 3.74, -0.57], [-1.79, 2.99, -1.31], [-1.18, 4.11, -0.92], [-1.62, -1.46, -1.35], [-1.97, -1.75, -2.20], [-2.17, -1.94, -0.69], [-0.48, 0.01, -4.00], [0.15, 0.81, -3.74], [-1.10, -0.17, -3.31], [1.96, 1.44, -0.72], [1.91, 0.45, -0.64], [2.82, 1.54, -1.14], [0.30, 2.49, -2.25], [0.29, 1.74, -1.66], [0.79, 3.27, -2.15]], "lowdin_charge": [-0.084, -0.432, -0.078, -0.159, 0.032, -0.358, 0.006, 0.101, 0.083, 0.070, 0.079, 0.099, 0.089, 0.056, 0.121, 0.140, 0.128, 0.130, -0.071, 0.023, 0.048, -0.155, 0.098, 0.017, -0.069, 0.053, 0.053, -0.109, 0.094, -0.019, -0.078, 0.043, 0.057, -0.050, 0.004, 0.035], "smiles": "CC(C)CNC=O.O.O.O.O.O.O", "gap_ev": 10.42, "homo_energy_ev": -10.217, "lumo_energy_ev": 0.1991, "max_force_ev_per_a": 5.61, "energy_ev": -21378.6704, "total_charge": 0, "de_lowest_ev": 3.276}

Number 1 is which compound?
C5H23NO7